Record 1
Computed, not measured: a structure of composition C18H35Ca2FN2Na2O13P2, with ωB97M-V/def2-TZVPD.

The value obtained for the HOMO energy is -6.017 eV. As for the total energy: -115825.370 eV. As for the gap between HOMO and LUMO: 2.74 eV. Its spin multiplicity is 1.

Geometry (Å):
1 C -4.909 -4.718 0.265
2 O -4.099 -5.291 -0.757
3 C -2.725 -5.341 -0.409
4 C -1.898 -5.886 -1.539
5 C -1.409 -4.868 -2.599
6 C -1.661 -3.374 -2.329
7 C -0.505 -2.682 -1.519
8 C 0.042 -3.581 -0.518
9 N 0.265 -4.428 0.244
10 C -0.842 -1.240 -0.949
11 C 0.391 -0.463 -1.001
12 N 1.348 0.186 -1.024
13 C -1.508 -1.242 0.464
14 C -0.638 -0.689 1.623
15 C 0.455 -1.648 2.162
16 O -0.130 -2.822 2.721
17 P -1.985 -0.350 -2.112
18 O -3.443 -0.681 -1.889
19 H -5.567 -5.446 0.738
20 H -5.519 -3.929 -0.196
21 H -4.316 -4.228 1.048
22 H -2.367 -4.382 -0.011
23 H -2.669 -6.112 0.415
24 H -1.061 -6.434 -1.130
25 H -2.508 -6.629 -2.040
26 H -0.329 -4.973 -2.665
27 H -1.777 -5.122 -3.582
28 H -1.625 -2.891 -3.301
29 H -2.642 -3.146 -1.927
30 H 0.272 -2.515 -2.258
31 H -2.401 -0.623 0.429
32 H -1.865 -2.246 0.665
33 H -0.214 0.314 1.416
34 H -1.336 -0.563 2.494
35 H 1.217 -1.863 1.428
36 H 0.926 -1.135 2.985
37 H -1.075 -2.817 2.544
38 H -1.691 -0.670 -3.446
39 H -1.806 1.021 -1.862
40 Ca -4.918 -1.617 -0.898
41 C 0.954 3.760 -0.473
42 C 0.915 4.724 0.713
43 O -0.200 4.402 1.516
44 H 0.048 3.833 -1.089
45 H 1.802 3.990 -1.117
46 H 1.065 2.725 -0.140
47 H 0.933 5.739 0.271
48 H 1.906 4.662 1.175
49 O 2.441 3.581 -3.458
50 H 2.467 2.619 -3.437
51 H 2.219 3.789 -4.371
52 F 2.340 -2.809 2.718
53 O 5.646 6.223 3.058
54 P 4.213 6.676 2.819
55 O 4.255 8.116 2.328
56 O 3.440 6.628 4.140
57 O 3.561 5.785 1.761
58 Na -2.231 -4.407 2.035
59 Ca -1.550 5.725 2.336
60 Na -1.863 1.436 1.929
61 C 5.665 3.940 -1.302
62 C 6.536 2.892 -1.944
63 O 7.647 3.141 -2.346
64 C 5.952 1.502 -2.065
65 H 6.199 4.887 -1.277
66 H 4.748 4.070 -1.880
67 H 5.423 3.650 -0.279
68 H 5.046 1.531 -2.673
69 H 5.717 1.108 -1.076
70 H 6.677 0.846 -2.543
71 C -4.833 2.107 4.276
72 O -5.550 1.277 3.690
73 O -5.246 2.431 5.569
74 O -3.798 2.686 3.868
75 H -6.025 1.856 5.594

Just the Mulliken charges please, in e? Sure, here they are: -0.354 -0.387 1.635 -1.351 -1.225 -0.507 0.399 -0.302 -0.446 2.124 -1.037 -0.485 1.808 -1.415 -1.136 -0.468 -0.131 -0.497 0.351 -0.068 0.105 -1.398 0.674 0.486 0.455 0.285 0.549 0.510 0.037 0.733 0.782 -1.998 0.162 0.669 0.305 0.580 0.222 0.145 0.140 0.364 -0.770 -0.069 -0.716 0.220 0.255 0.084 0.286 0.223 -0.586 0.307 0.273 -0.866 -0.412 0.741 -0.430 -0.541 -0.390 0.710 1.529 0.742 -0.870 0.843 -0.565 -0.987 0.292 0.160 0.317 0.191 0.322 0.304 0.662 -0.685 -0.468 -0.730 0.310



Record 2
Computed, not measured: a structure of composition C18H35CoNP2S2, with ωB97M-V/def2-TZVPD.

The value obtained for the HOMO energy (alpha / beta) is -13.689 / -14.773 eV. The value obtained for the energy relative to the best compared isomer or geometry (same formula, charge and spin) is 10.4 kcal per mole. As for the total energy: -98584.137 eV. As for the gap between HOMO and LUMO (alpha / beta): 8.52 / 7.47 eV. Its net charge is +2. Its spin multiplicity is 4.

Geometry (Å):
1 Co 0.679 -0.462 0.066
2 S 2.200 -1.028 1.489
3 S -0.057 -0.483 -2.049
4 C 3.820 -1.207 0.665
5 C 1.783 -2.769 1.830
6 C 1.387 -3.454 0.540
7 N 0.310 -2.666 -0.107
8 C 0.072 -3.121 -1.502
9 C -0.814 -2.119 -2.214
10 H 0.957 -2.777 2.554
11 H 2.663 -3.232 2.291
12 H 1.041 -4.489 0.705
13 H 2.236 -3.463 -0.156
14 H -0.373 -4.129 -1.490
15 H 1.050 -3.165 -1.997
16 H -1.830 -2.126 -1.796
17 H -0.884 -2.331 -3.289
18 C 1.332 -0.581 -3.220
19 H -0.555 -2.865 0.418
20 H 2.084 -1.305 -2.881
21 H 1.788 0.414 -3.306
22 H 0.938 -0.871 -4.206
23 H 4.261 -0.212 0.510
24 H 3.744 -1.728 -0.299
25 H 4.479 -1.773 1.341
26 C -4.216 -2.109 3.058
27 C -4.149 -0.765 3.266
28 H -3.782 -2.811 3.768
29 H -4.785 -2.526 2.229
30 H -3.653 -0.349 4.141
31 H -4.672 -0.075 2.605
32 C -2.049 1.767 2.172
33 P -1.203 0.784 0.837
34 C -2.644 -0.250 0.373
35 C -0.976 2.164 -0.409
36 C -2.022 3.025 -0.739
37 C -1.774 4.070 -1.654
38 C -0.516 4.262 -2.220
39 C 0.540 3.405 -1.859
40 C 0.310 2.404 -0.924
41 P 1.730 1.359 -0.332
42 C 3.187 1.958 -1.235
43 C 1.942 2.038 1.354
44 H -2.320 1.174 3.050
45 H -2.985 2.166 1.754
46 H -1.460 2.634 2.489
47 H -3.578 0.293 0.536
48 H -2.589 -0.623 -0.653
49 H -2.678 -1.102 1.060
50 H -2.988 2.875 -0.262
51 H -2.605 4.740 -1.903
52 H -0.303 5.083 -2.926
53 H 1.541 3.521 -2.263
54 H 3.303 3.026 -0.999
55 H 4.090 1.422 -0.931
56 H 3.052 1.849 -2.315
57 H 1.990 3.120 1.242
58 H 1.092 1.765 1.992
59 H 2.859 1.650 1.803

Just the Mulliken charges please, in e? Sure, here they are: -0.303 -0.029 0.140 -0.881 -0.715 -0.731 -0.152 -0.758 -0.721 0.408 0.530 0.419 0.333 0.447 0.385 0.313 0.530 -1.076 0.141 0.282 0.278 0.483 0.260 0.282 0.468 -0.656 -0.458 0.271 0.312 0.293 0.285 -1.409 0.844 -0.927 0.388 -0.634 -0.756 -0.785 -0.908 0.208 2.051 -1.423 -1.262 0.284 0.450 0.428 0.529 0.206 0.148 0.387 0.423 0.419 0.402 0.458 0.343 0.335 0.527 0.425 0.469



Record 3
Computed, not measured: a structure of composition C18H35Ge2N5O2RhSe, with ωB97M-V/def2-TZVPD.

The value obtained for the HOMO energy (alpha / beta) is -10.515 / -10.536 eV. As for the total energy: -212155.658 eV. As for the gap between HOMO and LUMO (alpha / beta): 6.51 / 6.57 eV. Its net charge is +1. Its spin multiplicity is 1.

Geometry (Å):
1 Rh -0.271 0.048 0.953
2 C 4.200 0.331 0.191
3 C 2.777 0.800 0.382
4 O 1.941 -0.052 0.737
5 C 2.462 2.182 0.131
6 C 3.431 3.192 0.212
7 C 3.115 4.506 -0.026
8 C 1.799 4.859 -0.345
9 C 0.817 3.911 -0.409
10 C 1.106 2.532 -0.202
11 O 0.194 1.664 -0.413
12 H 4.222 -0.755 0.123
13 H 4.812 0.623 1.042
14 H 4.620 0.756 -0.716
15 H 4.443 2.940 0.491
16 H 3.882 5.260 0.029
17 H 1.550 5.892 -0.534
18 H -0.200 4.171 -0.664
19 N -4.875 -1.884 -0.584
20 N -3.819 -1.050 -0.630
21 N -3.879 0.126 -1.196
22 C -2.639 0.567 -1.092
23 N -1.866 -0.333 -0.474
24 N -2.629 -1.365 -0.191
25 H -5.737 -1.404 -0.811
26 H -4.924 -2.440 0.261
27 H -2.281 1.507 -1.453
28 C -0.743 -5.923 1.251
29 Ge -0.421 -5.472 -0.656
30 C 0.960 -6.624 -1.496
31 C -2.106 -5.419 -1.703
32 C 0.319 -3.564 -0.677
33 Se 0.014 -2.518 0.932
34 C 1.682 -2.918 1.841
35 H -1.456 -6.736 1.344
36 H -1.146 -5.053 1.766
37 H 0.174 -6.226 1.748
38 H 0.613 -7.652 -1.515
39 H 1.894 -6.591 -0.943
40 H 1.151 -6.316 -2.520
41 H -2.778 -6.215 -1.396
42 H -1.911 -5.539 -2.764
43 H -2.611 -4.471 -1.546
44 H -0.173 -3.023 -1.482
45 H 1.393 -3.560 -0.866
46 H 1.703 -3.978 2.097
47 H 1.720 -2.302 2.738
48 H 2.509 -2.653 1.184
49 C -1.221 1.202 5.912
50 Ge -0.251 0.244 4.445
51 C 1.552 1.062 4.198
52 C -0.132 -1.708 4.862
53 C -1.298 0.458 2.774
54 H -0.654 1.094 6.832
55 H -2.216 0.795 6.073
56 H -1.319 2.260 5.686
57 H 2.128 1.008 5.118
58 H 1.434 2.108 3.927
59 H 2.111 0.560 3.411
60 H -0.664 -1.920 5.785
61 H 0.902 -2.015 4.998
62 H -0.575 -2.307 4.066
63 H -1.686 1.478 2.693
64 H -2.109 -0.277 2.773

Just the Mulliken charges please, in e? Sure, here they are: 0.262 -1.680 0.732 -0.026 0.478 -0.709 -0.692 -0.509 -0.492 0.402 -0.896 0.353 0.371 0.418 0.398 0.416 0.411 0.432 -0.575 1.019 -0.977 -0.282 0.124 -0.222 0.316 0.263 0.530 -1.198 0.597 -1.188 -1.106 -1.202 0.758 -0.805 0.416 0.366 0.334 0.389 0.363 0.376 0.403 0.363 0.268 0.547 0.493 0.333 0.162 0.207 -1.185 0.694 -1.082 -1.240 -0.962 0.358 0.362 0.369 0.431 0.349 0.170 0.456 0.355 0.262 0.514 0.405



Record 4
Computed, not measured: a structure of composition C18H35N4RhSi, with ωB97M-V/def2-TZVPD.

The value obtained for the HOMO energy is -14.955 eV. The value obtained for the energy relative to the best compared isomer or geometry (same formula, charge and spin) is 0.0 kcal per mole. As for the total energy: -36069.124 eV. As for the gap between HOMO and LUMO: 9.00 eV. Its net charge is +2. Its spin multiplicity is 1.

Geometry (Å):
1 Rh 0.323 0.554 -0.242
2 C 0.712 0.820 -3.280
3 C 2.037 1.178 -2.604
4 N 2.172 0.726 -1.178
5 C 3.002 1.671 -0.371
6 C 2.096 2.699 0.286
7 N 1.115 1.932 1.089
8 C 0.090 2.699 1.845
9 C -1.097 3.215 1.034
10 C -1.728 2.247 0.028
11 N -1.634 0.815 0.403
12 C -2.523 -0.066 -0.406
13 C -1.960 -0.216 -1.807
14 N -0.538 -0.646 -1.711
15 C 0.186 -0.585 -3.009
16 H 0.862 0.941 -4.353
17 H -0.059 1.551 -3.013
18 H 2.153 2.262 -2.618
19 H 2.875 0.763 -3.166
20 H 2.660 -0.164 -1.196
21 H 3.762 2.150 -0.989
22 H 3.521 1.091 0.395
23 H 1.561 3.293 -0.458
24 H 2.674 3.386 0.908
25 H 1.649 1.431 1.795
26 H 0.566 3.537 2.360
27 H -0.267 2.020 2.622
28 H -0.826 4.120 0.488
29 H -1.848 3.528 1.761
30 H -1.221 2.347 -0.944
31 H -2.768 2.530 -0.160
32 H -1.866 0.686 1.384
33 H -3.535 0.344 -0.448
34 H -2.564 -1.032 0.095
35 H -2.000 0.724 -2.359
36 H -2.546 -0.946 -2.369
37 H -0.562 -1.615 -1.399
38 H -0.487 -0.900 -3.809
39 H 1.001 -1.310 -2.973
40 C 2.239 -2.308 0.120
41 Si 0.952 -1.312 1.036
42 C 1.615 -0.776 2.703
43 C -0.622 -2.278 1.248
44 C -1.022 -3.248 0.320
45 C -2.244 -3.895 0.436
46 C -3.091 -3.585 1.493
47 C -2.705 -2.645 2.440
48 C -1.484 -1.998 2.314
49 H 2.375 -3.244 0.670
50 H 3.218 -1.821 0.096
51 H 1.960 -2.579 -0.901
52 H 1.716 -1.666 3.329
53 H 0.961 -0.088 3.245
54 H 2.615 -0.337 2.639
55 H -0.354 -3.542 -0.487
56 H -2.529 -4.653 -0.282
57 H -4.042 -4.093 1.591
58 H -3.351 -2.429 3.281
59 H -1.193 -1.281 3.077

Just the Mulliken charges please, in e? Sure, here they are: 0.191 -0.670 -0.739 -0.143 -0.915 -0.466 -0.227 -0.735 -0.954 -0.132 -0.179 -0.343 -0.689 -0.134 -0.822 0.541 0.149 0.446 0.403 0.245 0.475 0.374 0.368 0.490 0.144 0.452 0.334 0.433 0.372 0.078 0.527 0.291 0.497 -0.097 0.390 0.494 -0.050 0.497 0.375 -1.425 0.896 -1.464 0.931 -0.318 -0.928 -0.626 -0.766 -0.509 0.484 0.394 0.407 0.495 0.389 0.407 0.560 0.448 0.449 0.440 0.465